1.
Computed, not measured: a 2-piece molecular cluster, C2H4ClI overall, with ωB97M-V with the def2-TZVPD basis set.

The SMILES is C=CCl.I. Its spin multiplicity is 1.

Cartesian coordinates (Å):
C -0.5201 -1.2728 -1.1030
C -0.4313 -0.4107 -0.1119
Cl -1.6935 -0.1979 1.0446
I 1.1846 2.9234 1.1679
H 0.2824 -1.3824 -1.8108
H -1.3847 -1.8924 -1.2505
H 2.1466 2.0031 2.0007
H 0.4161 0.2297 0.0630



2.
Computed, not measured: a 2-piece molecular cluster, C5H11NO overall in a non-equilibrium geometry, with ωB97M-V with the def2-TZVPD basis set.

The SMILES is C=C(N)/C=C/C.O. Its spin multiplicity is 1.

Cartesian coordinates (Å):
N -2.5095 0.7751 -0.5986
C -1.4052 0.3379 -1.2995
C -1.2287 0.5191 -2.6120
C 1.2304 -2.1443 0.0620
C 0.1300 -1.5056 -0.7330
C -0.3446 -0.2925 -0.4776
H -2.5506 0.4708 0.3548
H -3.2126 1.3789 -0.9815
H -1.8881 1.1486 -3.2055
H -0.3357 0.2238 -3.1415
H 0.8632 -2.9654 0.6489
H 1.7670 -1.4595 0.7137
H 1.9243 -2.6038 -0.6506
H -0.3246 -2.1461 -1.4701
H 0.0886 0.3152 0.3124
H 3.2877 2.6011 4.6532
H 2.3116 1.4936 4.3193
O 3.2058 1.7957 4.1239



3.
Computed, not measured: C5H5N2O2 as an isolated structure in a non-equilibrium geometry, with ωB97M-V with the def2-TZVPD basis set.

As for the total charge: +1. Its spin multiplicity is 3. As for the expectation value of S²: 2.02.

Cartesian coordinates (Å):
C -1.6679 -1.6435 0.0247
C -1.8902 -0.2867 -0.0192
C 0.1242 -0.4907 0.0728
C 3.0271 0.0387 -0.0353
C -0.6279 1.8789 -0.0496
N -0.7830 0.4561 -0.0319
N -0.3282 -1.7519 0.0883
O 3.8088 0.8392 0.1575
O 2.2139 -0.7609 -0.2271
H -2.3703 -2.4497 0.0212
H -1.5766 2.3391 -0.3204
H -0.3236 2.2369 0.9341
H 0.1330 2.1665 -0.7768
H 0.2606 -2.5718 0.1617



no.,M (g mol⁻¹),total energy (Eh)
1,190.41,-836.452337
2,101.15,-327.061319
3,125.11,-453.059136